Record 1
Molecular formula: C29H26N3O5S5Ti
Method: DFT, ωB97M-V/def2-TZVPD

charge: -1
Kohn-Sham gap (alpha / beta): 0.19664 / 0.19481 Eh
relative energy (zero: lowest compared OMol25 entry of this formula, charge and spin): 37.9 kcal per mole
spin multiplicity: 1

```
69
C29H26N3O5S5Ti | the Open Molecules 2025 dataset | ωB97M-V/def2-TZVPD
Ti -0.549 -0.633 -1.128
O -0.519 -4.106 -2.125
C 0.193 -3.157 -1.857
O 0.112 -1.976 -2.386
C 1.340 -3.305 -0.832
C 2.269 -2.087 -0.942
C 3.532 -2.314 -0.099
C 2.989 -2.061 1.327
C 1.502 -1.830 1.046
O 1.536 -1.099 -0.192
C 0.810 -3.146 0.634
C -0.716 -2.940 0.713
O -1.403 -3.703 1.357
O -1.142 -1.883 0.083
H 1.834 -4.261 -0.996
H 2.440 -1.741 -1.955
H 4.316 -1.609 -0.373
H 3.915 -3.325 -0.235
H 3.416 -1.159 1.763
H 3.155 -2.899 2.003
H 0.974 -1.257 1.802
H 1.069 -3.989 1.270
C -3.448 -1.587 -2.261
C -2.588 -0.884 -3.265
C -2.805 -0.971 -4.622
C -1.912 -0.337 -5.502
C -0.852 0.369 -4.998
C -0.677 0.456 -3.605
N -1.563 -0.169 -2.760
C 0.374 1.166 -2.943
C 1.256 2.049 -3.586
C 2.082 2.856 -2.854
C 1.944 2.846 -1.449
C 1.112 1.939 -0.842
N 0.398 1.019 -1.554
C 0.940 2.129 0.633
C 0.269 3.285 1.040
C 0.260 3.611 2.382
C 0.935 2.787 3.272
C 1.571 1.654 2.786
C 2.350 0.756 3.707
N 1.566 1.332 1.491
H -2.918 -2.474 -1.900
H -4.396 -1.899 -2.696
H -3.628 -0.928 -1.411
H -3.642 -1.542 -4.997
H -2.061 -0.415 -6.571
H -0.148 0.843 -5.668
H 1.247 2.106 -4.666
H 2.788 3.518 -3.337
H 2.491 3.544 -0.830
H -0.249 3.896 0.314
H -0.254 4.497 2.732
H 0.960 3.025 4.328
H 3.412 0.792 3.455
H 2.020 -0.279 3.606
H 2.233 1.070 4.744
C -1.736 -0.603 4.655
S -1.887 -0.531 2.845
C -2.479 1.114 2.639
C -2.626 1.677 1.419
S -2.288 1.064 -0.160
S -3.325 3.295 1.452
C -3.537 3.459 3.161
S -4.184 4.779 3.902
S -2.979 2.064 4.026
H -2.720 -0.574 5.119
H -1.123 0.226 5.007
H -1.257 -1.552 4.885
```

Record 2
Molecular formula: C29H27AsF2N5O3PS4SeTl
Method: DFT, ωB97M-V/def2-TZVPD

charge: -1
Kohn-Sham gap: 0.17760 Eh
relative energy (zero: lowest compared OMol25 entry of this formula, charge and spin): 23.5 kcal per mole
spin multiplicity: 1

```
74
C29H27AsF2N5O3PS4SeTl | the Open Molecules 2025 dataset | ωB97M-V/def2-TZVPD
Tl -0.778 1.926 -0.228
F -2.007 6.261 -3.291
C -1.971 4.914 -3.258
C -1.386 4.268 -2.189
C -1.336 2.883 -2.178
C -1.877 2.128 -3.234
C -2.484 2.848 -4.263
F -3.077 2.220 -5.315
C -2.539 4.224 -4.307
C -1.736 0.640 -3.240
C -2.151 -0.189 -4.290
C -1.871 -1.543 -4.244
C -1.182 -2.068 -3.164
C -0.830 -1.193 -2.152
N -1.110 0.105 -2.184
H -1.025 4.845 -1.344
H -3.025 4.731 -5.127
H -2.675 0.216 -5.136
H -2.189 -2.183 -5.058
H -0.938 -3.118 -3.091
H -0.306 -1.546 -1.271
Se 6.957 -0.738 0.805
N 5.603 -0.382 1.913
C 4.611 0.048 1.184
C 3.318 0.440 1.726
C 3.035 0.436 3.094
C 1.791 0.833 3.517
C 0.839 1.209 2.570
N 1.101 1.198 1.271
C 2.314 0.841 0.846
C 2.562 0.919 -0.599
N 1.550 1.333 -1.361
C 1.725 1.443 -2.666
C 2.932 1.146 -3.290
C 3.983 0.706 -2.516
C 3.806 0.583 -1.140
C 4.854 0.118 -0.243
N 6.036 -0.254 -0.647
H 3.802 0.128 3.792
H 1.525 0.855 4.564
H -0.154 1.535 2.880
H 0.862 1.786 -3.228
H 3.030 1.257 -4.361
H 4.942 0.452 -2.950
S -2.098 2.348 4.202
As -2.602 3.113 2.284
S -0.742 3.972 1.362
S -2.910 1.313 0.901
S -4.238 4.394 2.110
C -1.082 -0.964 5.184
C -1.577 -1.359 3.816
O -0.433 -1.676 2.993
P -0.599 -1.630 1.372
O 0.796 -2.373 1.004
C 1.209 -3.604 1.610
C 2.683 -3.789 1.330
O -1.632 -2.885 1.114
C -3.042 -2.587 1.156
C -3.656 -2.690 -0.221
H -1.930 -0.844 5.860
H -0.567 -0.005 5.134
H -0.407 -1.722 5.587
H -2.135 -0.529 3.373
H -2.218 -2.244 3.871
H 0.617 -4.420 1.190
H 1.016 -3.558 2.683
H 2.870 -3.789 0.255
H 3.033 -4.737 1.744
H 3.260 -2.979 1.780
H -3.209 -1.582 1.553
H -3.490 -3.307 1.843
H -3.292 -1.885 -0.860
H -4.741 -2.595 -0.148
H -3.415 -3.649 -0.683
```

Record 3
Molecular formula: C29H27BBrN6O4SbTa
Method: DFT, ωB97M-V/def2-TZVPD

charge: +3
Kohn-Sham gap: 0.19065 Eh
relative energy (zero: lowest compared OMol25 entry of this formula, charge and spin): 47.7 kcal per mole
spin multiplicity: 1

```
70
C29H27BBrN6O4SbTa | the Open Molecules 2025 dataset | ωB97M-V/def2-TZVPD
Ta 0.006 0.416 1.800
O 4.159 -4.417 3.152
C 3.187 -3.618 2.811
C 1.813 -3.882 2.962
C 0.897 -2.931 2.596
N 1.239 -1.730 2.087
C 2.549 -1.525 1.917
Br 2.869 0.176 1.113
C 3.553 -2.382 2.232
H 3.889 -5.257 3.552
H 1.464 -4.823 3.367
H -0.164 -3.115 2.710
H 4.599 -2.160 2.070
B -2.792 -0.997 1.506
N -3.003 0.535 1.437
C -4.072 1.314 1.472
C -3.662 2.655 1.550
C -2.291 2.608 1.549
N -1.890 1.299 1.483
N -2.286 -1.233 2.946
C -2.825 -1.699 4.064
C -1.928 -1.489 5.120
C -0.840 -0.873 4.546
N -1.064 -0.730 3.209
H -3.783 -1.592 1.261
H -1.821 -1.239 0.770
H -5.070 0.904 1.454
H -4.292 3.527 1.600
H -1.574 3.414 1.566
H -3.803 -2.155 4.080
H -2.067 -1.749 6.155
H 0.080 -0.539 5.000
C 3.996 2.980 -2.468
C 3.902 1.633 -2.790
C 2.823 0.880 -2.344
C 1.838 1.498 -1.584
C 1.921 2.851 -1.263
C 3.007 3.590 -1.707
Sb 0.038 0.484 -1.021
C -1.221 1.708 -2.292
C -0.722 1.750 -3.589
C -1.375 2.530 -4.531
C -2.505 3.255 -4.174
C -2.987 3.203 -2.876
C -2.345 2.422 -1.920
C 0.020 -1.381 -2.064
C 1.058 -2.294 -1.900
C 1.081 -3.435 -2.688
C 0.074 -3.665 -3.615
C -0.972 -2.761 -3.746
C -1.008 -1.612 -2.970
H 4.843 3.559 -2.812
H 4.665 1.166 -3.399
H 2.746 -0.169 -2.604
H 1.137 3.342 -0.696
H 3.076 4.643 -1.468
H 0.160 1.185 -3.867
H -0.991 2.568 -5.541
H -3.009 3.865 -4.911
H -3.865 3.769 -2.596
H -2.742 2.388 -0.915
H 1.854 -2.121 -1.184
H 1.894 -4.141 -2.581
H 0.104 -4.547 -4.240
H -1.763 -2.946 -4.461
H -1.816 -0.901 -3.090
O 2.468 2.746 2.910
N 1.556 2.031 2.718
O 1.286 0.980 3.383
O 0.698 2.234 1.756
```

Record 4
Molecular formula: C29H27BrCeN7O2S3Se
Method: DFT, ωB97M-V/def2-TZVPD

charge: +1
Kohn-Sham gap (alpha / beta): 0.20255 / 0.20197 Eh
relative energy (zero: lowest compared OMol25 entry of this formula, charge and spin): 0.0 kcal per mole
spin multiplicity: 1

```
71
C29H27BrCeN7O2S3Se | the Open Molecules 2025 dataset | ωB97M-V/def2-TZVPD
Ce 0.101 0.339 0.074
C 6.156 0.027 0.569
S 5.297 -1.242 -0.367
C 3.582 -0.870 0.043
S 2.707 -0.143 -1.277
N 3.132 -1.177 1.239
N 1.854 -0.808 1.629
C 1.523 -1.250 2.825
C 0.355 -0.702 3.461
C 0.087 -0.846 4.866
C -1.116 -0.250 5.413
C -1.988 0.361 4.550
C -1.699 0.417 3.200
N -0.546 -0.024 2.685
H 5.891 -0.105 1.642
H 5.818 1.005 0.161
H 7.223 -0.101 0.422
H 2.231 -1.821 3.436
H 0.814 -1.294 5.526
H -1.159 -0.221 6.514
H -2.951 0.730 4.880
H -2.373 0.845 2.480
C 0.389 -3.499 -0.697
C -0.910 -3.321 -0.052
C -1.592 -4.525 0.304
C -2.905 -4.410 0.666
C -3.542 -3.140 0.623
C -4.957 -3.057 0.707
C -5.538 -1.763 0.742
C -4.819 -0.599 0.499
C -3.413 -0.702 0.321
S -2.576 0.799 -0.007
C -2.753 -1.976 0.368
N -1.406 -2.109 0.081
H 0.516 -4.556 -1.012
H 1.191 -3.232 -0.009
H 0.540 -2.838 -1.593
H -1.088 -5.499 0.293
H -3.513 -5.264 1.018
H -5.549 -3.957 0.881
H -6.591 -1.650 0.968
H -5.224 0.382 0.370
Br 1.845 2.252 3.885
C 1.148 3.348 2.550
C 0.836 4.634 2.976
C 0.713 5.669 2.005
C 0.651 5.252 0.696
C 0.685 3.840 0.375
N 0.889 2.904 1.274
C 0.539 3.370 -1.049
O 0.645 4.231 -1.926
O 0.307 2.101 -1.193
H 0.791 4.849 4.051
H 0.771 6.732 2.259
H 0.350 5.910 -0.138
C 1.741 -1.794 -4.683
N 1.192 -0.423 -4.861
C 1.630 0.575 -5.701
C 0.838 1.641 -5.596
N -0.047 1.371 -4.516
C -1.053 2.263 -3.984
C 0.161 0.097 -4.068
Se -0.791 -0.916 -2.854
H 2.662 -1.899 -5.292
H 0.898 -2.441 -4.979
H 2.044 -1.994 -3.633
H 2.492 0.423 -6.378
H 0.892 2.609 -6.171
H -1.540 2.785 -4.752
H -0.663 2.970 -3.254
H -1.829 1.691 -3.489
```

Record 5
Molecular formula: C29H27Cl3MgN3O4
Method: DFT, ωB97M-V/def2-TZVPD

charge: -1
Kohn-Sham gap: 0.19276 Eh
relative energy (zero: lowest compared OMol25 entry of this formula, charge and spin): 62.3 kcal per mole
spin multiplicity: 1

```
67
C29H27Cl3MgN3O4 | the Open Molecules 2025 dataset | ωB97M-V/def2-TZVPD
Mg -0.693 -0.322 -0.693
C -2.805 2.099 3.048
C -1.985 2.491 1.801
C -0.728 3.089 1.936
C -0.079 3.046 3.313
C -0.100 3.674 0.795
C 1.137 4.537 0.927
C -0.720 3.544 -0.462
C -0.047 4.081 -1.691
C -1.969 2.909 -0.584
C -2.730 3.090 -1.878
C -2.596 2.368 0.524
C -3.949 1.716 0.500
H -3.333 1.166 2.881
H -3.592 2.891 3.262
H -2.219 2.035 3.946
H 0.929 3.515 3.304
H 0.020 2.011 3.718
H -0.691 3.617 4.050
H 2.030 4.035 0.497
H 1.385 4.831 1.944
H 1.041 5.504 0.362
H 1.034 4.150 -1.553
H -0.403 5.067 -1.913
H -0.209 3.387 -2.585
H -2.395 2.358 -2.604
H -2.473 4.081 -2.251
H -3.803 3.007 -1.772
H -4.284 1.524 -0.559
H -4.722 2.275 1.047
H -3.880 0.724 0.957
O 0.826 -1.270 -6.226
C 1.458 -2.150 -5.473
O 2.164 -2.993 -6.013
C 1.192 -2.113 -4.000
C 1.790 -2.952 -3.083
Cl 3.017 -4.074 -3.206
N 1.359 -2.561 -1.749
N 0.474 -1.551 -1.894
C 0.409 -1.118 -3.148
C -0.371 0.158 -3.425
O -0.502 0.680 -4.538
O -0.933 0.625 -2.310
C 1.674 -2.992 -0.588
C 1.211 -1.270 1.313
C 2.123 -1.103 2.355
C 2.817 -2.151 2.996
C 2.724 -3.454 2.612
C 2.730 -3.856 -0.060
H 0.267 -0.607 -5.751
H 1.074 0.623 1.263
H 2.259 -0.099 2.692
H 3.505 -1.837 3.791
H 3.264 -4.249 3.146
H 2.836 -4.766 -0.678
Cl 4.332 -3.172 -0.042
C 1.984 -3.914 1.359
C 1.317 -5.222 1.496
C 0.020 -5.454 1.202
C -0.896 -4.429 0.825
C -0.506 -3.154 0.699
Cl -1.840 -1.952 0.626
C 0.946 -2.757 0.759
N 0.551 -0.181 0.893
H 1.898 -6.051 1.934
H -0.406 -6.485 1.254
H -1.938 -4.651 0.700
```

Record 6
Molecular formula: C29H27N4O3RhS4
Method: DFT, ωB97M-V/def2-TZVPD

Kohn-Sham gap: 0.23733 Eh
relative energy (zero: lowest compared OMol25 entry of this formula, charge and spin): 16.5 kcal per mole
spin multiplicity: 1

```
68
C29H27N4O3RhS4 | the Open Molecules 2025 dataset | ωB97M-V/def2-TZVPD
Rh -0.109 -0.026 -1.264
C -3.156 -2.613 0.282
C -1.805 -1.998 0.025
N -1.736 -0.984 -0.788
N -2.941 -0.462 -1.242
C -2.869 0.607 -1.959
S -1.449 1.431 -2.447
S -4.436 1.313 -2.425
C -4.594 2.461 -0.999
C -5.146 1.793 0.224
C -6.518 1.649 0.400
C -7.022 0.956 1.490
C -6.154 0.401 2.422
C -4.785 0.567 2.270
C -4.283 1.258 1.177
C -0.664 -2.547 0.770
C -0.944 -3.470 1.802
C 0.031 -4.003 2.609
C 1.358 -3.615 2.419
C 1.679 -2.732 1.421
C 0.699 -2.198 0.560
O 1.107 -1.445 -0.431
H -3.905 -2.211 -0.387
H -3.462 -2.396 1.306
H -3.089 -3.693 0.159
H -5.243 3.258 -1.360
H -3.602 2.874 -0.815
H -7.198 2.080 -0.326
H -8.092 0.849 1.614
H -6.546 -0.157 3.263
H -4.104 0.161 3.008
H -3.213 1.386 1.063
H -1.965 -3.762 1.988
H -0.233 -4.701 3.390
H 2.136 -4.002 3.066
H 2.700 -2.408 1.264
C 4.863 -1.383 -2.017
C 3.849 -0.767 -2.920
C 4.107 0.182 -3.873
C 3.016 0.726 -4.567
N 1.772 0.299 -4.393
C 1.539 -0.714 -3.550
S 0.010 -1.458 -3.377
N 2.577 -1.178 -2.784
C 3.200 1.829 -5.559
H 5.841 -0.938 -2.176
H 4.928 -2.456 -2.203
H 4.570 -1.242 -0.975
H 5.114 0.532 -4.045
H 2.288 -1.774 -1.992
H 4.234 2.162 -5.614
H 2.556 2.666 -5.291
H 2.877 1.481 -6.540
O 5.565 2.976 3.327
C 4.565 2.274 3.918
O 4.660 1.952 5.068
C 3.386 1.964 3.058
C 2.138 1.855 3.665
C 1.010 1.595 2.911
C 1.105 1.433 1.526
S -0.386 1.241 0.626
C 2.364 1.498 0.927
C 3.490 1.766 1.685
H 5.297 3.237 2.439
H 2.069 1.978 4.738
H 0.041 1.514 3.386
H 2.453 1.342 -0.142
H 4.458 1.790 1.196
```

Q: Which of these has the lowest relative energy (zero: lowest compared OMol25 entry of this formula, charge and spin)?
A: C29H27BrCeN7O2S3Se